34
Properties=species:S:1:pos:R:3 method="wB97M-V/def2-TZVPD" charge=+2 de_lowest_kj_mol=295.8 spin_multiplicity=1 energy_ha=-482.1188
C -1.43894 1.92280 1.56059
C -5.40902 -0.69401 -0.67415
C 8.96409 1.88217 -2.74074
C -3.49135 -0.89761 3.29195
C -1.87946 -1.68198 1.43770
C -2.01033 1.65780 0.39478
C -4.45413 -1.32958 0.31121
C 8.82022 -0.33577 -3.58174
N 8.81196 0.90905 -3.79484
N -3.52417 -0.29932 0.85508
N -2.78235 -0.64416 1.99122
H -0.59532 1.33566 1.89882
H -1.70150 2.50760 2.50230
H -2.26871 0.33040 2.09957
H -4.95136 -0.51671 -1.73513
H -6.09209 -1.51005 -0.98613
H -5.83716 0.27221 -0.43735
H 8.02483 2.07796 -2.21253
H 9.80195 1.89682 -1.90243
H 9.14783 2.89858 -3.00972
H -2.74106 -1.30765 3.91576
H -3.98969 -0.07783 3.85814
H -4.23511 -1.61854 3.12825
H -0.87930 -1.57065 1.67066
H -2.21161 -2.68215 1.71738
H -1.89455 -1.79990 0.25650
H -1.41780 1.07748 -0.39546
H -2.84083 2.16471 0.04337
H -3.74956 -2.07984 -0.04699
H -4.99475 -1.84390 1.20748
H 9.02709 -0.75559 -2.56174
H 8.36316 -1.05549 -4.25499
H -4.04219 0.51417 0.92204
H 8.47121 1.25334 -4.72888